(1)
This record from the OMol25 dataset describes a 10-piece molecular cluster, C26H77N13O11 overall. The level of theory is wB97M-V/def2-TZVPD.

Calculated values
* <S²>: 0.755
* LUMO energy (alpha / beta): -2.77 / -8.33 eV
* orbital gap (alpha / beta): 8.2 / 2.6 eV
* net charge: +1
* 2S+1: 2

Geometry as XYZ:
```
127
C26H77N13O11, DFT wB97M-V/def2-TZVPD
H 1.0829 10.4491 -9.9478
N 3.0316 7.0384 -13.7273
H 2.3670 1.3588 -5.8466
H 2.0227 3.7249 -9.5244
H 6.3819 10.5297 -7.7463
N 0.6861 7.2857 -6.4151
H 7.6844 10.0932 -10.4467
H 3.0247 -0.4440 -9.1475
H 7.6759 6.6916 -3.2898
N 1.7331 12.2383 -11.6073
C 0.7503 7.8727 -7.5242
H 7.9835 8.8905 -9.3955
H 1.5782 12.8091 -12.4260
C -0.2674 5.3498 -10.1757
O 0.0457 8.8014 -7.7990
C 2.4185 7.1742 -3.2692
H 2.2174 8.0468 -3.8906
C 2.9735 -0.0979 -8.1152
N -0.3199 10.1224 -4.3778
H -0.6886 13.1743 -15.0942
H 5.0567 8.8198 -12.2482
H 1.3080 3.8330 -6.0385
C 3.1444 1.6695 -6.5446
H 3.5172 6.5452 -14.4629
C 0.2479 11.5207 -13.3226
C 3.2403 3.2250 -6.3944
N 1.5890 7.3333 -8.3739
H -0.1290 11.8437 -16.1129
C -3.3391 8.3967 -9.8794
O 3.7977 7.3301 -2.9460
O -3.4269 5.0503 -5.5311
H -0.6362 10.0798 -5.3360
H -4.3652 6.8872 -10.0955
H -1.5366 6.8413 -7.1229
N -2.3936 6.7123 -6.6042
H 4.4237 7.2818 -6.1843
H 4.3162 8.7187 -8.9635
H -4.2364 9.0061 -9.7724
H -3.2358 7.2194 -6.8357
C 7.2691 9.1197 -10.1862
O 2.9920 8.0849 -11.7531
C -0.8866 9.3773 -3.3663
C 4.2555 6.2537 -2.2507
H -2.5379 8.8664 -9.3089
H -2.4786 9.0949 -11.7905
H 2.2069 5.6687 -10.9127
H 2.3777 1.5824 -10.6595
C 0.1964 12.6539 -15.4603
O -3.8155 7.1448 -9.3518
N 6.1934 5.2290 -1.5252
N -1.1830 5.1185 -5.7926
H 2.1336 6.6387 -13.4946
H 3.9433 4.7169 -5.1028
H 4.0830 5.3717 -2.8675
C 2.3961 3.6009 -10.5409
H 0.1143 9.5162 -11.2092
H 7.1322 5.2239 -1.1527
N 1.8854 2.3200 -11.1430
H 5.5584 7.5173 -8.9985
H 2.7372 12.1319 -11.5853
H 4.3146 2.7319 -9.8511
C -2.4387 5.5937 -5.9395
H 4.3072 4.4638 -9.8511
C 3.9491 3.5963 -10.4055
C 0.4319 10.4840 -10.8213
H 2.1982 6.2382 -3.7827
H -2.1607 7.4173 -11.3346
C 5.8111 6.4611 -2.1077
H 1.8512 7.1425 -2.3390
H 4.6792 3.1332 -4.7373
H -0.0617 6.4196 -10.2122
H 0.1937 5.0198 -9.2448
O 0.2433 4.8320 -11.3636
H 3.0954 3.4720 -4.1326
H -2.2147 7.8507 -3.1343
C 3.6345 7.7157 -12.7666
H 0.0412 7.5440 -5.6820
H 1.5211 6.7636 -6.1908
H 1.7864 7.8855 -9.1962
C 1.7525 4.7720 -11.3342
H -0.4024 10.7688 -13.7697
H 0.7747 13.3905 -16.0181
O 2.9709 1.3180 -7.9598
H -2.3174 8.7295 -4.6258
H 3.5954 8.7555 -6.5688
N 5.7915 10.2014 -6.9955
H 0.2505 10.8921 -4.0579
C 5.3736 8.5624 -8.7501
C -2.9145 8.2047 -11.3372
O -3.9961 7.9730 -12.1740
C 1.1231 11.0205 -12.0689
H 3.9190 3.5115 -7.1978
H -1.3394 5.1533 -10.1611
H 4.0743 1.2462 -6.1647
H 4.5883 8.6668 -5.1790
C 5.5846 8.7954 -7.1844
H 3.8509 -0.4428 -7.5680
H 2.0700 -0.4621 -7.6262
O 5.9619 9.4993 -9.6690
O 1.0158 12.1577 -14.3953
H -4.4944 7.1921 -11.9220
H -0.3787 5.6465 -6.0999
H 6.4197 6.0078 -4.2685
H -1.0330 4.1198 -5.7736
H 1.9588 6.4111 -8.1923
H 5.1988 8.1378 -13.9543
H 6.2167 4.4360 -2.1503
H -0.3835 12.2887 -12.8758
O -0.4290 9.4101 -2.2377
H 3.7818 6.2441 -1.2691
H 1.8593 10.3326 -12.4847
H 7.2141 8.4704 -11.0600
N 4.8077 8.2274 -13.0274
N 2.0168 4.0218 -6.7328
H 6.4091 7.6571 -3.7648
H 5.9372 7.2598 -1.3768
H 6.5534 8.3232 -7.0216
H 1.5814 3.5356 -7.5036
H 0.9126 2.2426 -10.8825
C 4.5527 8.3633 -6.2253
H 4.4198 3.4876 -11.3826
H 4.9258 10.7195 -7.0417
C 6.5926 6.6458 -3.4018
H 2.0360 4.5406 -12.3609
C 3.7520 3.6504 -4.9842
N -1.8211 8.5308 -3.7688
H -0.5530 10.9283 -10.6776
```



(2)
This record from the OMol25 dataset describes a 13-piece molecular cluster, C26H77N15O18 overall. The level of theory is wB97M-V/def2-TZVPD.

Calculated values
* LUMO energy: 0.33 eV
* orbital gap: 8.3 eV

Geometry as XYZ:
```
136
C26H77N15O18, DFT wB97M-V/def2-TZVPD
N -2.5843 -2.1853 -5.2838
H -6.4356 1.1771 -1.3612
H -4.1175 -0.4956 -2.7538
H -2.0148 -1.0352 0.3923
H -4.1421 1.7728 1.9801
N 1.0396 -1.2234 0.4635
N 0.9683 0.5862 -5.2707
N 5.6067 0.2338 -2.1928
H 2.2433 -1.8488 -2.3756
H -0.1553 2.9131 2.9883
O 3.1445 4.7541 -1.2238
N -5.2143 0.4179 -0.1750
H -3.6285 1.1022 -2.2088
C -1.8204 -1.1987 -4.9305
H 1.4197 -2.2515 5.1829
N 0.5048 0.8882 0.0942
H 2.8793 4.1238 0.7441
H 1.3853 -5.0228 -3.6315
N 2.8178 2.4484 -1.5034
H 1.3637 0.4376 3.2332
O 1.4669 2.3335 2.9264
H 0.6259 1.1462 1.0618
C 2.2885 -4.5794 -4.0511
H 4.9956 -3.7518 0.8832
H -0.4298 1.8255 -3.9346
C 1.1625 -1.3679 5.7727
H 1.1495 -2.1451 0.0503
H -2.2373 5.4366 0.3654
C -1.3169 -3.8795 -0.3101
C -3.9961 -0.3925 -0.5870
H -0.1020 3.9866 4.8022
O 5.6744 -4.1693 2.9083
H 3.6501 -0.7806 0.0697
H 1.2961 -1.0679 1.4249
O 1.1548 -0.4421 3.5672
C -5.6629 0.5069 1.2376
H -4.6809 0.6426 3.1331
H 3.9058 -4.6555 1.8994
C -0.0761 -4.7154 -0.0152
H 3.2210 1.6315 -1.9334
H 0.3816 0.5686 5.3877
H 1.9554 2.2830 -1.0033
N 2.2993 3.8324 1.5189
H 4.4415 0.7505 -0.0253
H -1.2144 -3.1789 0.5233
C 4.7487 -0.6241 -1.5830
O -0.1112 3.4318 -0.7975
H -3.3272 -2.0581 -5.9524
H 4.1503 -4.6531 -3.5610
H -7.3108 -1.0004 1.1454
H -2.5817 -3.0938 -4.8494
C 0.4952 -0.3588 4.8216
C -3.1977 -0.0970 1.8107
H -2.3048 -4.3344 -0.2819
H -2.8744 3.4355 3.5739
C 1.4380 1.3957 -4.3527
H 1.5835 -4.0172 -0.8489
O 4.8196 -1.5179 2.0591
C 0.5811 -0.3138 -0.4328
H 1.4860 4.4123 1.6622
H -0.2622 -5.2035 0.9439
H 0.7132 2.5351 -2.8205
O -1.0763 -3.3840 -1.6352
C -3.6024 0.0411 -1.9547
N -1.5749 4.6805 0.3976
H -6.7313 1.8550 2.4463
O 1.1623 -4.0089 0.0204
O 4.6654 -1.8143 -1.8555
H 1.5186 0.0003 -5.8761
H 0.1810 1.6768 -0.4502
O -1.0762 2.8076 2.7031
H -1.9057 2.1948 4.3938
C 4.6755 -3.8812 1.9193
H -1.7459 3.8426 0.9385
H 2.7860 -2.4635 -4.2397
H -1.1368 6.3191 -1.1827
H 2.1168 -0.9909 6.1458
O 0.2862 -1.7908 6.7667
H 4.3502 2.8500 -3.3351
H 3.7453 -2.5569 3.3033
C -0.6656 4.4910 -0.5897
C -6.6204 1.6882 1.3746
H -0.5533 -0.6456 4.7114
O -6.2902 0.2786 -1.0518
H 5.6043 -5.0964 3.1441
N -0.5428 5.5288 -1.3752
N 3.3489 1.9371 1.7915
O 2.0454 -2.7890 -2.3176
H -3.5126 -1.0624 2.2159
O -1.8650 -0.0845 -5.4502
H -6.7328 -0.6808 2.7632
C -4.4376 0.7229 2.0716
H -2.4041 0.2991 2.4448
H 5.7412 1.2142 -2.0045
H -6.0822 2.5341 0.9429
C 2.0263 -3.0483 -3.7134
H -7.5699 1.5407 0.8634
C 2.3474 2.7304 2.1756
O 0.4016 -0.4796 -1.6170
O 2.6542 1.5497 -4.1847
O 3.3558 -5.0989 -3.2514
C -1.8627 3.1456 3.8568
H 6.1231 -0.1284 -2.9788
H 4.1078 2.2501 1.2102
C -1.1605 4.2242 4.6836
H 0.2660 5.7076 -1.9491
H -0.3728 5.8163 3.7896
N 4.1572 -0.1007 -0.4749
H -5.2848 -2.1547 -1.0672
H -3.5553 -2.5447 -1.2199
H -1.6231 4.3197 5.6670
C -2.7618 -0.2425 0.3416
C 3.3856 3.6503 -1.7324
H 3.0471 -2.3455 1.6953
H 5.5926 -1.8362 2.5382
C -4.2871 -1.9414 -0.6818
C 3.9566 -2.6143 2.2307
N -1.0364 -1.5078 -3.8892
H -0.0322 -5.5032 -0.7696
H -4.2580 -2.4024 0.3083
N 0.5228 1.9895 -3.6455
H 5.0018 4.3370 -2.7645
H -1.0721 -2.3807 -3.3867
C -6.4183 -0.7542 1.7207
N 4.3820 3.5580 -2.6151
H -5.7551 -1.6198 1.6893
H -2.2033 0.6255 -0.0138
H 3.4297 1.0541 2.2739
H -2.5647 -0.1850 -2.2128
O -1.2429 5.4525 3.9630
H 1.1147 -2.7469 -4.2340
H 0.7492 -1.7494 7.6063
H -0.5938 -2.5480 -1.6206
H -0.2746 -0.9372 -3.5530
H -0.0236 0.4749 -5.4574
H 2.4019 -4.6193 -5.1341
```



(3)
This record from the OMol25 dataset describes a 12-piece molecular cluster, C26H77NO12 overall. The level of theory is wB97M-V/def2-TZVPD.

Calculated values
* SMILES string: COC[C@H](C)N.CCO.CCO.CCO.CCO.CCO.CCO.CCO.CCO.CCO.CCO.CCO
* LUMO energy: 0.25 eV
* orbital gap: 9.6 eV
* relative energy (zero: lowest compared OMol25 entry of this formula, charge and spin): 6.8 kcal/mol

Geometry as XYZ:
```
116
C26H77NO12, DFT wB97M-V/def2-TZVPD
C 2.8346 -1.0827 1.4030
H -0.3131 1.5683 5.9877
H 0.9417 -5.0905 -1.9925
H -0.0141 1.3530 3.7043
H -1.3261 -0.7230 -0.6587
H 2.7554 -0.8333 2.4617
H -0.1671 1.2779 8.3234
H -3.5666 2.3745 -1.1203
O 5.1262 -0.4810 1.5460
H 3.1823 -3.1228 -3.9068
C -0.0626 5.1614 -1.0328
H -1.6712 1.0302 -0.4838
O 4.0562 -2.7377 -4.0507
H -0.6907 3.3406 -0.7176
H -0.1545 -1.4250 2.4968
H -0.1724 -1.4713 5.9660
O -5.2978 -0.9146 1.7643
H -1.6737 -0.5527 5.8017
C -2.5835 -4.1336 1.3509
H 1.8611 -0.8615 -3.5320
C -0.5900 -0.5204 5.6165
H -2.7969 0.9531 2.9613
H -1.6463 -4.2490 1.9035
H 1.5192 4.4417 3.1328
H -3.1191 -5.0858 1.3902
H 2.5230 -0.1842 0.8618
C -0.9054 0.2643 -0.4622
H -1.5226 -3.0823 -5.6773
C 1.1945 -3.0428 -1.3075
O 3.1952 2.3424 -2.2867
H -3.8234 0.2706 0.9389
O 0.6367 1.9159 -1.1967
C -1.5977 -2.0452 -3.7797
O 0.0493 2.2906 3.4742
H 0.3686 4.3574 1.8133
H -2.9953 -3.3836 -4.7800
H 0.6754 1.9983 1.5243
C -2.3494 -3.6569 -0.0671
H -2.0103 -1.1078 -4.1474
H 4.4416 2.1629 -3.9205
C 1.2757 3.9031 2.2147
H 2.5958 -4.5093 -2.0297
H 1.9274 2.8256 -4.3086
H -1.2527 -2.1903 3.6344
H 0.4451 7.2180 -0.6479
H 1.9682 1.8983 2.7194
H -3.2390 -3.1752 -0.4624
H -4.2876 0.8177 3.9051
C 1.5609 -4.2079 -2.1957
C 0.0282 0.6091 6.3963
O -0.3544 -0.3349 4.2247
C -0.3448 6.5037 -0.4157
H 4.3137 -1.4000 -0.1281
H 1.8683 0.8812 5.3025
C 2.6859 -0.7193 -4.2294
C -4.4960 0.2798 1.8026
H -1.3764 0.3037 7.8664
C 4.2328 -1.4267 0.9680
H 6.0116 -0.8524 1.5606
C 1.5468 0.6012 6.3056
C 3.8624 2.9403 -3.4158
H 4.5256 -2.4498 1.2370
H 1.9569 -0.3831 6.5466
H 2.7938 0.3616 -4.3688
H -3.6259 -0.1055 -1.6184
H -1.8704 -5.1616 -4.2894
H 1.1248 -0.1025 -1.0533
H 1.9694 -2.2763 -1.4139
H -4.7947 -0.6343 -3.5580
H 0.9445 4.8191 -0.7602
C -3.5417 1.9793 -2.1375
C -0.3598 -1.5616 3.5626
H 0.2128 -2.6163 -1.5017
H -1.9237 -2.2627 -2.7584
H -4.0466 2.6759 -2.8040
H -2.4954 1.8593 -2.4128
C -1.9214 -3.2166 -4.6666
H -5.1963 1.1082 1.7192
O -1.3137 -4.4042 -4.0952
C -3.7084 0.3630 3.1009
N -0.3708 0.4311 7.8050
H 1.2152 -3.2952 -0.2418
H 0.0740 0.2803 -2.3892
H 0.4915 -2.1738 3.9005
C 2.7875 3.4959 -4.3286
H -0.0847 5.2336 -2.1298
H -2.0711 -4.5083 -0.6936
H 3.1492 3.5282 -5.3548
H -3.7032 -3.4771 2.8307
H -1.3240 6.8787 -0.7102
H 2.0622 4.0424 1.4700
H -5.2113 0.5937 -1.6945
O 1.4136 -3.8626 -3.5709
H 0.5150 -4.0535 -3.8758
C 3.9556 -1.3587 -3.6857
H -0.5136 -1.9163 -3.6969
H -0.3688 6.3975 0.6726
H 2.4513 -1.1250 -5.2126
C 1.0457 2.4343 2.4652
C 0.2915 0.5496 -1.3421
O -1.0245 4.2317 -0.5503
H -4.6629 -1.6273 1.6190
H 4.8750 -0.8827 -4.0235
H -1.4970 -2.9786 -0.0772
H 1.4836 2.0803 -1.6397
H -3.4006 -0.6250 3.4478
O -3.3917 -3.1177 1.9941
H 2.4709 4.4733 -3.9733
H 4.5226 3.7280 -3.0520
C -4.2266 0.6361 -2.1722
H 1.9553 1.2967 7.0396
O -4.3182 0.2000 -3.5364
H 3.9673 -1.3034 -2.5865
H 2.1261 -1.8843 1.2028
H -0.5138 0.2229 0.5629
H 3.8166 2.1821 -1.5700
```



Total energy readings, ordered: -70092.9964 -87420.8360 -54268.3963 eV